The following is a DFT calculation (ωB97M-V with the def2-TZVPD basis set) of C59H95BBrCl5N15O4P2RbS2Sb as an isolated structure.

Element x y z (Å)
Rb -0.86 -0.38 0.51
C -4.42 4.11 0.54
C -4.09 2.63 0.39
C -5.22 1.76 0.96
C -3.84 2.22 -1.04
C -4.06 2.96 -2.22
C -3.82 2.06 -3.23
N -3.47 0.88 -2.67
N -3.48 0.98 -1.32
B -3.44 -0.45 -3.45
N -2.10 -0.73 -4.18
C -1.81 -1.92 -4.75
C -0.88 -1.69 -5.75
C -0.67 -0.30 -5.72
N -1.40 0.25 -4.76
C 0.11 0.53 -6.70
C -0.71 0.66 -7.99
C 1.49 -0.04 -7.01
N -3.82 -1.63 -2.54
C -5.03 -2.23 -2.57
C -5.05 -3.20 -1.60
C -3.78 -3.13 -1.00
N -3.05 -2.18 -1.58
C -3.27 -3.94 0.15
C -3.00 -5.39 -0.24
C -4.29 -3.89 1.29
H -4.63 4.33 1.59
H -5.29 4.39 -0.05
H -3.57 4.73 0.23
H -3.18 2.43 0.97
H -6.15 1.97 0.42
H -5.38 1.97 2.02
H -4.99 0.71 0.83
H -4.37 3.98 -2.31
H -3.86 2.17 -4.30
H -4.29 -0.39 -4.31
H -2.31 -2.82 -4.43
H -0.50 -2.40 -6.46
H 0.22 1.53 -6.26
H -0.88 -0.32 -8.43
H -0.19 1.28 -8.72
H -1.69 1.11 -7.78
H 1.42 -1.06 -7.38
H 2.13 -0.01 -6.13
H 1.97 0.57 -7.79
H -5.78 -1.92 -3.28
H -5.88 -3.85 -1.36
H -2.33 -3.49 0.49
H -3.92 -5.89 -0.55
H -2.57 -5.93 0.60
H -2.29 -5.45 -1.07
H -5.27 -4.23 0.94
H -4.41 -2.87 1.66
H -3.99 -4.53 2.12
Cl -3.60 3.44 6.66
C -2.69 2.97 5.27
C -3.07 1.89 4.48
Cl -4.49 1.01 4.93
C -2.35 1.51 3.37
Cl -2.83 0.12 2.47
C -1.16 2.20 2.93
O -0.51 1.88 1.90
C -0.78 3.27 3.82
Cl 0.70 4.07 3.48
C -1.52 3.65 4.93
Cl -0.97 4.95 5.93
C 0.09 -1.42 7.15
N 0.23 -0.64 5.94
C -0.06 0.78 6.06
P 0.97 -1.27 4.61
O 1.00 -0.34 3.47
O 0.20 -2.65 4.37
P -0.93 -3.40 3.49
O -1.11 -2.85 2.15
N -0.41 -4.98 3.49
C 0.06 -5.56 4.74
C 0.21 -5.52 2.29
N -2.17 -3.45 4.61
C -3.20 -4.46 4.45
C -2.72 -2.16 5.06
N 2.40 -1.92 5.21
C 3.33 -0.91 5.71
C 3.06 -3.02 4.52
H 0.73 -1.03 7.95
H 0.35 -2.46 6.95
H -0.95 -1.38 7.50
H 0.56 1.25 6.84
H -1.11 0.94 6.32
H 0.13 1.27 5.11
H -0.12 -6.64 4.72
H -0.49 -5.13 5.57
H 1.13 -5.38 4.89
H -0.14 -4.96 1.43
H -0.07 -6.57 2.17
H 1.31 -5.46 2.33
H -2.78 -5.35 3.98
H -4.03 -4.10 3.84
H -3.60 -4.73 5.43
H -3.14 -2.28 6.06
H -3.50 -1.80 4.39
H -1.93 -1.41 5.10
H 2.78 -0.12 6.22
H 3.92 -0.45 4.91
H 4.01 -1.37 6.42
H 2.32 -3.68 4.09
H 3.65 -3.58 5.26
H 3.72 -2.67 3.73
Br 1.49 -7.36 -1.46
C 1.10 -5.53 -1.10
C -0.11 -4.99 -1.50
C -0.33 -3.65 -1.23
N 0.55 -2.88 -0.60
C 1.70 -3.42 -0.21
C 2.03 -4.75 -0.44
H -0.85 -5.59 -2.01
H -1.27 -3.17 -1.51
H 2.40 -2.77 0.30
H 2.98 -5.15 -0.11
C 1.81 -4.56 -4.81
C 2.79 -3.82 -3.96
C 4.01 -4.34 -3.62
C 4.87 -3.54 -2.84
N 4.55 -2.34 -2.44
C 3.34 -1.80 -2.74
S 2.91 -0.27 -2.31
N 2.48 -2.58 -3.52
C 6.22 -4.05 -2.44
H 1.93 -5.63 -4.67
H 2.00 -4.33 -5.86
H 0.79 -4.26 -4.57
H 4.29 -5.33 -3.94
H 1.58 -2.17 -3.77
H 6.34 -5.11 -2.69
H 6.38 -3.90 -1.37
H 6.99 -3.48 -2.96
S 4.25 -1.23 1.08
C 4.50 0.23 1.80
N 3.43 0.96 2.30
C 3.57 2.19 2.82
C 4.81 2.76 2.90
C 5.88 1.98 2.42
N 5.74 0.79 1.90
H 2.49 0.55 2.30
H 2.67 2.67 3.17
H 4.95 3.75 3.30
H 6.89 2.37 2.46
C 3.91 3.43 -0.76
C 3.04 4.69 -0.72
C 2.93 5.16 0.73
C 3.65 5.78 -1.58
Sb 0.98 3.98 -1.34
C -0.30 5.78 -0.89
C -1.54 5.67 -1.76
C -0.69 5.61 0.57
C 0.36 7.14 -1.10
C 1.13 4.10 -3.58
C -0.15 3.45 -4.09
C 2.32 3.26 -4.01
C 1.26 5.52 -4.14
H 4.91 3.65 -0.37
H 4.02 3.05 -1.78
H 3.48 2.63 -0.16
H 3.94 5.31 1.15
H 2.41 4.43 1.34
H 2.40 6.11 0.81
H 4.60 6.12 -1.13
H 3.00 6.65 -1.66
H 3.88 5.42 -2.58
H -1.99 4.68 -1.68
H -1.33 5.87 -2.81
H -2.29 6.40 -1.42
H -1.14 4.63 0.75
H -1.43 6.38 0.86
H 0.17 5.71 1.24
H 0.73 7.25 -2.13
H 1.19 7.30 -0.41
H -0.37 7.93 -0.92
H -0.26 2.43 -3.74
H -0.15 3.43 -5.19
H -1.04 4.00 -3.78
H 2.28 2.26 -3.58
H 3.27 3.72 -3.71
H 2.33 3.17 -5.10
H 0.36 6.10 -3.95
H 1.39 5.47 -5.23
H 2.11 6.05 -3.72

**HOMO-LUMO gap**: 6.844 eV
**HOMO level**: -5.27 eV
**Electronic energy**: -274050.2778 eV
**Total charge**: -1



The following is a DFT calculation (ωB97M-V with the def2-TZVPD basis set) of one molecule with the formula C6H10.

Element x y z (Å)
C -0.30 0.14 2.35
C 0.19 -0.14 0.97
C -1.01 -0.98 -1.50
C 0.24 -0.62 -1.78
C 0.75 0.72 -1.34
C 0.79 0.75 0.18
H -0.21 -0.71 3.03
H 0.17 1.02 2.79
H -1.38 0.36 2.28
H -0.10 -1.11 0.59
H -1.37 -1.99 -1.57
H -1.71 -0.25 -1.09
H 0.96 -1.35 -2.12
H 0.03 1.51 -1.63
H 1.70 1.00 -1.80
H 1.25 1.63 0.62

**Energy relative to the best compared isomer or geometry (same formula, charge and spin)**: 140.8 kJ/mol
**HOMO-LUMO gap**: 10.056 eV
**HOMO level**: -8.84 eV
**Electronic energy**: -6382.4001 eV
**SMILES string**: C=CC/C=C/C



The following is a DFT calculation (ωB97M-V with the def2-TZVPD basis set) of one molecule with the formula C3H8N2O2.

Element x y z (Å)
C -0.12 0.63 0.49
N -1.43 0.06 0.18
C -1.73 -1.26 0.22
O -0.72 -1.98 0.74
O -2.79 -1.74 -0.15
C 0.93 0.45 -0.61
N 2.06 1.31 -0.35
H -0.28 1.69 0.66
H 0.22 0.15 1.40
H -2.10 0.67 -0.24
H -0.98 -2.90 0.89
H 0.49 0.73 -1.56
H 1.20 -0.61 -0.63
H 2.36 1.92 -1.09
H 2.88 0.86 0.05

**Energy relative to the best compared isomer or geometry (same formula, charge and spin)**: 32.0 kJ/mol
**HOMO-LUMO gap**: 9.928 eV
**HOMO level**: -9.17 eV
**Electronic energy**: -10316.6205 eV
**SMILES string**: NCCNC(=O)O



The following is a DFT calculation (ωB97M-V with the def2-TZVPD basis set) of a 2-piece molecular cluster, C2H6OS2 overall.

Element x y z (Å)
S -1.70 3.87 2.38
S -2.05 4.06 0.41
H -0.73 4.79 2.53
H -3.21 4.36 0.62
C 1.42 -2.78 -0.15
C 1.18 -1.79 -1.13
O 0.27 -2.17 -2.07
H 2.04 -2.76 0.83
H 1.32 -3.87 -0.38
H 1.68 -0.93 -1.48
H -0.23 -2.78 -1.54

**Energy relative to the best compared isomer or geometry (same formula, charge and spin)**: 195.5 kJ/mol
**HOMO-LUMO gap**: 9.268 eV
**HOMO level**: -8.80 eV
**Electronic energy**: -25886.6705 eV
**SMILES string**: C=CO.SS



What did the third record say?
The following is a DFT calculation (ωB97M-V with the def2-TZVPD basis set) of one molecule with the formula C3H8N2O2.

Element x y z (Å)
C -0.12 0.63 0.49
N -1.43 0.06 0.18
C -1.73 -1.26 0.22
O -0.72 -1.98 0.74
O -2.79 -1.74 -0.15
C 0.93 0.45 -0.61
N 2.06 1.31 -0.35
H -0.28 1.69 0.66
H 0.22 0.15 1.40
H -2.10 0.67 -0.24
H -0.98 -2.90 0.89
H 0.49 0.73 -1.56
H 1.20 -0.61 -0.63
H 2.36 1.92 -1.09
H 2.88 0.86 0.05

**Energy relative to the best compared isomer or geometry (same formula, charge and spin)**: 32.0 kJ/mol
**HOMO-LUMO gap**: 9.928 eV
**HOMO level**: -9.17 eV
**Electronic energy**: -10316.6205 eV
**SMILES string**: NCCNC(=O)O



Number 4 is which compound?
C2H6OS2